Record 1
DFT (wB97M-V/def2-TZVPD) results for a cluster of 10 separate species, C41H83NO12 in total.

Each line ends with the Mulliken charge.
Cartesian coordinates (Å):
N (6.67841, -0.75678, 5.70939)  -0.4840
C (5.51525, -0.88959, 4.95794)  0.5666
O (5.35962, -1.81923, 4.23793)  -0.4707
O (4.67891, 0.09926, 5.13371)  -0.4064
C (3.33385, -0.13950, 4.65329)  -0.4267
C (2.37323, 0.52228, 5.60684)  -0.6250
C (0.93698, 0.21961, 5.17551)  -0.4513
C (0.48077, -1.17291, 5.62175)  -0.5255
O (0.60057, -2.12328, 4.57936)  -0.4737
H (7.41373, -1.15138, 5.12949)  0.2728
H (6.87537, 0.24446, 5.70297)  0.3207
H (3.23422, 0.31016, 3.67942)  0.2479
H (3.09628, -1.18944, 4.62774)  0.3714
H (2.54029, 0.05097, 6.57030)  0.2420
H (2.58316, 1.57726, 5.72208)  0.3451
H (0.29637, 0.96675, 5.62382)  0.3739
H (0.83770, 0.27684, 4.10257)  0.3113
H (-0.55689, -1.10885, 5.94328)  0.3231
H (1.04927, -1.54378, 6.46070)  0.2688
H (-0.05671, -1.95800, 3.90201)  0.2679
C (5.29015, -5.25815, 2.90629)  -0.6671
C (5.56200, -6.49177, 3.76244)  0.0310
C (7.06050, -6.68749, 3.56361)  -0.5819
O (7.61134, -5.38758, 3.35712)  -0.4335
C (6.55296, -4.44205, 3.13325)  -0.0028
H (4.38634, -4.71761, 3.18374)  0.2948
H (5.20777, -5.54534, 1.85474)  0.3573
H (5.34856, -6.27002, 4.81184)  -0.2681
H (4.97949, -7.36619, 3.47444)  0.4125
H (7.27007, -7.30092, 2.67944)  0.2788
H (7.54310, -7.15025, 4.42658)  0.2943
H (6.46595, -3.81302, 4.01595)  -0.0039
H (6.80723, -3.80841, 2.28337)  0.3069
C (-2.58611, -0.80072, -0.20384)  -0.0686
C (-3.17693, -1.83834, 0.74617)  -0.6528
C (-2.03463, -2.04224, 1.73138)  -0.4360
O (-1.33260, -0.79783, 1.80509)  -0.3390
C (-1.77691, 0.06493, 0.74751)  -0.3703
H (-3.33305, -0.23896, -0.75833)  0.1082
H (-1.92146, -1.28760, -0.92293)  0.1512
H (-4.04783, -1.42212, 1.25866)  0.2533
H (-3.48054, -2.76267, 0.25597)  0.3660
H (-1.33619, -2.80909, 1.37727)  0.2876
H (-2.37973, -2.32204, 2.72936)  0.3520
H (-2.39444, 0.85626, 1.18723)  0.2926
H (-0.91259, 0.52282, 0.26648)  0.0840
C (1.38040, 1.16336, -3.70862)  -0.1345
C (1.83453, -0.28167, -3.52968)  -0.5927
C (2.02402, -0.36301, -2.02092)  -0.4456
O (1.07939, 0.54328, -1.44566)  -0.3207
C (0.52191, 1.37269, -2.47129)  -0.4849
H (0.83775, 1.34377, -4.63513)  0.0195
H (2.24495, 1.83159, -3.68324)  0.2497
H (1.04147, -0.96348, -3.84711)  0.2674
H (2.73906, -0.53146, -4.08284)  0.3677
H (3.03057, -0.04516, -1.72861)  0.2564
H (1.84879, -1.36324, -1.62325)  0.2891
H (-0.51188, 1.05448, -2.64845)  0.2087
H (0.51103, 2.40842, -2.13029)  0.3506
C (11.51452, -2.10420, 6.10169)  -0.6253
C (11.86714, -3.10031, 5.00147)  -0.5340
C (10.51164, -3.33923, 4.35461)  -0.3400
O (9.76822, -2.11742, 4.49672)  -0.3769
C (10.44937, -1.25802, 5.42093)  -0.3657
H (12.36099, -1.51482, 6.45112)  0.3556
H (11.08695, -2.62932, 6.95870)  0.2786
H (12.55274, -2.64011, 4.28587)  0.2598
H (12.32517, -4.01687, 5.36904)  0.3326
H (9.96089, -4.13857, 4.85838)  0.2120
H (10.58656, -3.58767, 3.29627)  0.2459
H (10.89993, -0.43361, 4.85684)  0.2867
H (9.72734, -0.84266, 6.12660)  0.2717
C (-6.27568, -0.18094, -4.37662)  -0.4392
C (-6.87472, -1.21061, -3.42396)  -0.6375
C (-5.73813, -1.41176, -2.43132)  -0.4846
O (-5.03940, -0.16683, -2.35920)  -0.3884
C (-5.47391, 0.69141, -3.42249)  -0.1982
H (-7.01893, 0.38321, -4.93786)  0.2446
H (-5.61005, -0.67401, -5.08961)  0.2878
H (-7.74613, -0.78868, -2.91868)  0.2680
H (-7.17791, -2.13653, -3.91070)  0.3507
H (-5.03991, -2.18284, -2.77676)  0.2784
H (-6.08834, -1.68413, -1.43471)  0.2859
H (-6.09445, 1.48476, -2.99591)  0.1391
H (-4.60200, 1.14670, -3.89509)  0.2722
C (-7.93662, 5.73750, -3.66995)  -0.4288
C (-7.85285, 5.03588, -5.01921)  -0.3217
C (-7.30539, 3.67118, -4.62561)  -0.3577
O (-7.79324, 3.40469, -3.30721)  -0.3720
C (-8.35899, 4.59729, -2.75472)  -0.4469
H (-8.63381, 6.57284, -3.65683)  0.1371
H (-6.95113, 6.10899, -3.37823)  0.2860
H (-8.85133, 4.93596, -5.44725)  0.0581
H (-7.22419, 5.55119, -5.74336)  0.4558
H (-6.20956, 3.67394, -4.59220)  0.2506
H (-7.62908, 2.87336, -5.29611)  0.2097
H (-9.44889, 4.48656, -2.73628)  0.2415
H (-8.00627, 4.71956, -1.73014)  0.2793
C (-11.97793, 8.72104, -5.88400)  -0.5930
C (-12.04486, 7.84758, -7.13271)  -0.5526
C (-10.60510, 7.36855, -7.25185)  -0.4634
O (-10.09142, 7.29440, -5.91858)  -0.2955
C (-10.99313, 7.94727, -5.01964)  -0.4410
H (-12.94090, 8.86783, -5.39777)  0.3404
H (-11.56912, 9.70233, -6.13491)  0.2647
H (-12.71136, 6.99946, -6.96046)  0.2703
H (-12.38871, 8.37521, -8.02077)  0.3356
H (-9.99478, 8.07929, -7.81898)  0.2903
H (-10.52164, 6.38835, -7.72278)  0.2554
H (-11.50369, 7.18211, -4.42424)  0.2802
H (-10.42502, 8.58888, -4.34493)  0.3022
C (0.45121, 2.63326, -9.21640)  -0.5392
C (0.89886, 1.18480, -9.05258)  -0.5828
C (1.08526, 1.08854, -7.54558)  -0.3819
O (0.13997, 1.99130, -6.95973)  -0.3750
C (-0.41101, 2.83162, -7.97881)  -0.4845
H (-0.08913, 2.82478, -10.14204)  0.3356
H (1.31710, 3.29832, -9.18276)  0.2656
H (0.10586, 0.50777, -9.37814)  0.2827
H (1.80375, 0.93955, -9.60608)  0.3349
H (2.09112, 1.40499, -7.24858)  0.2841
H (0.91140, 0.08282, -7.16091)  0.2809
H (-1.44503, 2.52015, -8.16176)  0.2825
H (-0.41751, 3.86346, -7.62677)  0.2672
C (5.18084, -4.61736, 7.67714)  -0.6284
C (4.04420, -5.47215, 8.22948)  -0.5989
C (2.91108, -4.45883, 8.32036)  -0.5822
O (3.12675, -3.51715, 7.26974)  -0.3709
C (4.43765, -3.69959, 6.71858)  0.5780
H (5.96610, -5.19142, 7.18614)  0.3790
H (5.63624, -4.03428, 8.48125)  0.3494
H (3.78828, -6.26007, 7.51676)  0.2097
H (4.27022, -5.93984, 9.18690)  0.3805
H (2.93251, -3.92447, 9.27721)  0.2939
H (1.92592, -4.91142, 8.19913)  0.3025
H (4.33420, -4.15807, 5.72904)  -0.1271
H (4.91649, -2.73292, 6.59395)  -0.2455

Output
HOMO level	-8.81	eV
calculated total energy	-69919.7756	eV
E_LUMO	0.65	eV
gap between HOMO and LUMO	9.463	eV
SMILES	NC(=O)OCCCCO.C1CCOC1.C1CCOC1.C1CCOC1.C1CCOC1.C1CCOC1.C1CCOC1.C1CCOC1.C1CCOC1.C1CCOC1
maximum force	2.22	eV/A

Record 2
DFT (wB97M-V/def2-TZVPD) results for an isolated molecule of C3H7N3O.

Each line ends with the Mulliken charge.
Cartesian coordinates (Å):
C (-1.06798, 0.93014, 2.28591)  -0.7748
N (-0.41928, 0.84251, 0.98807)  -0.2360
C (-0.27284, -0.37243, 0.36242)  0.5648
O (-0.77178, -1.40064, 0.75939)  -0.5343
N (0.52870, -0.28449, -0.81352)  -0.1461
C (0.49355, -1.31837, -1.69967)  -0.4684
N (1.23397, -1.07790, -2.80783)  -0.2830
H (-1.77775, 0.09380, 2.35718)  0.3096
H (-1.61783, 1.88456, 2.34792)  0.2738
H (-0.34649, 0.85998, 3.12770)  0.2624
H (0.20954, 1.59375, 0.73888)  0.2267
H (0.65554, 0.65209, -1.19613)  0.3087
H (0.97055, -1.67307, -3.56983)  0.2728
H (2.18210, -0.72993, -2.88049)  0.2237

Output
HOMO level	-8.13	eV
energy relative to the best compared isomer or geometry (same formula, charge and spin)	1.892	eV
calculated total energy	-9741.1408	eV
E_LUMO	0.84	eV
gap between HOMO and LUMO	8.977	eV
maximum force	0.80	eV/A

Record 3
DFT (wB97M-V/def2-TZVPD) results for a cluster of 2 separate species, CH3IO2S in total.

Each line ends with the Mulliken charge.
Cartesian coordinates (Å):
C (-0.06338, 0.28938, -0.02001)  -0.6911
O (0.78436, 2.46484, 1.22342)  -0.5001
O (1.00016, 2.36253, -1.25140)  -0.4973
S (1.11982, 1.64653, 0.03603)  0.7782
I (4.44808, -0.28787, 0.01241)  0.0118
H (0.19216, -0.48137, -0.74928)  0.3205
H (-0.32091, -0.11838, 1.02525)  0.2964
H (-0.79688, 0.95880, -0.60352)  0.2816

Output
HOMO level (alpha / beta)	-10.48 / -9.94	eV
energy relative to the best compared isomer or geometry (same formula, charge and spin)	1.824	eV
calculated total energy	-24113.6981	eV
E_LUMO (alpha / beta)	-2.50 / -3.44	eV
gap between HOMO and LUMO (alpha / beta)	7.973 / 6.505	eV
maximum force	2.48	eV/A

Which formula does entry 3 have? CH3IO2S

What is the calculated total energy in the first record? -69919.7756 eV